Entry 1:
Below is a cluster of 7 separate species, C4H23N3O6 in total at a distorted geometry, with properties calculated with ωB97M-V with the def2-TZVPD basis set.

## Properties
E_tot   -21276.102 eV
LUMO energy   0.3 eV
HOMO-LUMO gap   7.8 eV
SMILES   N/C=C(\N)CCN.O.O.O.O.O.O

CARTESIAN COORDINATES (ANGSTROEM)
H: 0.1258 -3.0337 -1.3778
N: 0.7241 -3.2174 1.8977
H: 1.6772 1.5147 2.7495
N: -0.6821 -2.4940 -1.6645
H: 3.9815 2.2118 0.3172
O: 0.2034 0.5305 -2.3279
H: -2.2408 -1.4601 -0.6924
O: -0.8280 3.2412 -0.8815
O: 1.8854 2.3093 3.2647
O: 3.1069 2.6119 0.3154
H: 0.0639 2.1932 -3.5599
H: -1.5938 -3.8604 0.9600
H: -0.9140 3.4579 -1.8250
N: 1.5213 -0.5709 1.5446
O: -3.2144 1.6668 0.2928
C: -0.0611 -2.3581 1.1594
C: 0.2649 -1.0713 0.9954
H: -2.3954 1.3094 0.6658
H: -0.0734 -0.3725 -2.1148
H: 2.2219 -1.1875 1.1682
H: -2.2155 -2.2790 1.3575
C: -1.4583 -2.7929 0.7635
H: 1.6553 0.3494 1.1313
H: -0.3916 -0.3041 0.6198
H: -2.6046 -3.0973 -1.0384
H: -1.0308 -2.9508 -2.5015
H: 0.1444 1.0274 -1.4984
H: 1.3104 2.9588 2.8414
H: 2.8888 2.7373 1.2471
C: -1.7857 -2.4571 -0.7008
H: -0.5189 4.0130 -0.3992
H: 0.9418 3.3727 -3.0403
H: 0.3223 -4.1228 2.0596
O: 0.1432 3.1565 -3.5283
H: 1.6194 -3.0510 2.3081
H: -2.7935 2.0191 -0.5081

=====

Entry 2:
Below is a structure of composition C31H32ClCrN3O4S at a distorted geometry, with properties calculated with ωB97M-V with the def2-TZVPD basis set.

## Properties
E_tot   -97101.573 eV
Spin multiplicity   2
LUMO energy (spin up / spin down)   -3.4 / -3.3 eV
HOMO-LUMO gap (spin up / spin down)   6.9 / 7.0 eV
Net charge   +1

CARTESIAN COORDINATES (ANGSTROEM)
C: -2.5790 -1.0194 3.7802
N: 2.8193 -2.0417 2.6836
C: -2.0437 -0.8776 -2.0111
C: 2.2638 1.6686 0.9387
C: -0.0177 3.8761 -2.5628
C: -2.2904 -0.8768 2.3040
C: 4.1306 -3.4091 0.9938
H: -1.5141 -3.2003 -1.5076
C: 3.3290 -3.0017 -1.2649
C: -1.6562 -1.9243 1.6212
C: 0.5550 3.8658 -4.8517
H: -2.9721 2.2985 2.1876
H: -0.6918 2.3849 3.4306
H: 0.5825 3.0460 -7.7322
Cr: 0.4491 0.6191 0.8025
H: -1.8284 -1.6136 4.2951
H: 4.8168 -3.8767 1.6875
H: 3.2545 -2.3039 3.5521
H: -2.1622 0.0889 -2.4884
C: -2.0365 -0.7974 -0.5045
C: 1.2000 -0.1787 4.8296
C: 1.2338 3.1821 -6.8675
H: 1.7071 -1.5940 -1.5187
H: 1.6921 -0.8267 5.5370
C: 3.1467 -2.5284 1.4267
H: -4.2734 1.4129 -0.5349
H: -0.3065 -3.5939 1.8082
H: -3.7406 1.1513 3.2902
C: -3.1824 1.4808 -0.5363
H: -2.8595 1.5531 -1.5689
H: 4.9652 -4.2950 -0.7509
H: 2.2646 3.3374 -7.1957
H: -3.5361 -1.5307 3.9114
Cl: 3.3005 1.2609 -0.4331
H: -1.4821 -4.0444 0.0251
H: -4.4707 1.5046 1.7411
H: -0.7193 -2.8416 3.3408
C: 0.6194 1.7817 -3.6384
H: -0.0354 -3.2183 -0.5513
H: 2.0638 2.7359 0.8883
C: -3.5176 1.3527 2.2482
H: 2.8379 1.4556 1.8398
H: 0.7999 0.7191 -3.5832
C: -2.5899 0.2956 0.1850
S: 0.2762 1.1669 5.3410
C: 0.1532 4.5833 -3.7501
C: 0.7794 2.4900 -4.7932
C: 1.1872 -0.2603 3.4736
C: -0.0900 1.5339 3.7155
C: 0.2128 2.5080 -2.5012
C: -1.1247 -3.1573 -0.4949
H: -2.8731 -1.5106 -2.3372
C: 1.8193 -1.1537 2.5295
N: 1.4715 -1.0199 1.2587
H: -0.3241 4.3915 -1.6625
O: 0.7981 4.3092 -6.1087
N: 0.4393 0.7208 2.8477
H: -1.8900 -3.8732 2.5328
O: 0.4368 0.5543 -1.1515
H: -0.0194 5.6486 -3.8070
C: 2.2907 -1.8704 0.5327
C: 0.1175 1.7917 -1.2237
C: 2.3655 -2.1145 -0.8372
H: 3.4206 -3.2151 -2.3212
O: 1.1632 2.0382 -6.0210
H: -2.6460 -0.0651 4.2937
C: -1.1139 -3.1217 2.3658
O: -0.2281 2.3458 -0.1339
H: -2.9038 2.4121 -0.0470
C: -1.5812 -1.9081 0.2219
C: 4.2042 -3.6306 -0.3652
H: -1.1167 -1.3055 -2.3870
C: -2.7503 0.2343 1.5833

=====

Entry 3:
Below is a cluster of 2 separate species, CH4S2 in total at a distorted geometry, with properties calculated with ωB97M-V with the def2-TZVPD basis set.

## Properties
E_tot   -22769.041 eV
Spin multiplicity   3
LUMO energy (spin up / spin down)   0.8 / -2.1 eV
HOMO-LUMO gap (spin up / spin down)   7.8 / 7.8 eV

CARTESIAN COORDINATES (ANGSTROEM)
H: 1.3708 -1.3095 0.6213
S: -2.1290 2.0519 0.3979
C: -1.0489 0.8975 0.3568
S: 1.2298 -1.7988 -0.6525
H: -0.8725 0.4218 -0.6440
H: -0.4693 0.5313 1.1598
H: 1.9192 -0.7942 -1.2394